79
Properties=species:S:1:pos:R:3:mulliken_charge:R:1 method="wB97M-V/def2-TZVPD" orbital_gap_ev=1.793 largest_force_ha_per_bohr=0.0714 energy_ha=-8048.15971 homo_ev=-6.449
C 4.12 4.99 -0.81 -0.976
C 3.85 4.61 0.47 -0.325
C 4.44 3.33 1.11 1.576
C 5.24 3.68 2.42 0.019
C 4.25 3.96 3.60 -0.020
C 4.99 4.88 4.67 -0.516
S 4.36 6.60 4.48 -0.166
O 5.54 2.96 0.24 -0.256
C 5.12 1.95 -0.61 0.458
O 5.63 1.53 -1.58 -0.524
O 3.91 1.50 -0.15 -0.197
C 3.56 2.03 1.18 -0.445
C 1.99 2.17 1.12 0.365
C 1.38 3.20 2.11 -1.346
F 1.62 2.44 -0.18 -0.320
H 3.29 5.30 -1.49 0.293
H 5.17 5.04 -1.16 0.022
H 3.21 5.30 1.06 0.223
H 5.88 2.81 2.75 0.171
H 5.93 4.55 2.25 -0.466
H 3.40 4.56 3.24 0.088
H 3.95 3.03 4.12 0.371
H 4.69 4.57 5.69 0.343
H 6.09 4.86 4.50 -0.076
H 4.72 6.99 3.22 0.144
H 4.03 1.32 1.89 0.523
H 1.56 1.18 1.37 0.425
H 0.29 3.24 1.88 0.442
H 1.76 4.23 2.01 0.216
H 1.45 2.78 3.14 0.267
Li 7.55 3.57 4.42 0.834
C -1.26 -0.09 -0.55 -0.486
O -2.15 -1.07 0.01 -0.253
C -2.25 -1.01 1.33 0.836
O -1.69 -0.23 2.06 -0.552
O -3.10 -1.98 1.72 -0.345
C -3.32 -2.04 3.13 -0.627
H -1.25 -0.23 -1.63 0.125
H -1.62 0.92 -0.34 0.307
H -0.24 -0.23 -0.18 0.267
H -3.76 -1.11 3.50 0.304
H -2.38 -2.25 3.65 0.232
H -4.02 -2.85 3.32 0.238
F 2.12 0.26 -0.57 -0.761
F 3.24 7.47 1.92 -0.385
Mg 7.15 5.29 0.80 -0.119
C -0.29 -1.01 6.20 -0.575
O 0.11 -1.21 4.85 -0.463
H 0.54 -1.30 6.85 0.225
H -0.52 0.04 6.37 0.259
H -1.16 -1.63 6.44 0.238
H -0.64 -0.95 4.30 0.310
Cl 1.43 8.36 1.14 0.134
Br -0.09 -3.55 -1.21 -0.126
C -1.77 -4.52 -1.20 -0.702
C -1.98 -5.27 -2.49 -0.524
Br -2.53 -4.08 -3.93 -0.167
H -2.56 -3.79 -0.99 0.366
H -1.70 -5.21 -0.36 0.393
H -2.79 -5.99 -2.39 0.316
H -1.09 -5.79 -2.83 0.434
C -2.11 -1.19 -6.73 -0.867
C -1.81 -0.69 -5.38 0.325
N -1.58 -0.31 -4.33 -0.339
H -1.89 -0.41 -7.47 0.338
H -1.50 -2.06 -6.95 0.257
H -3.16 -1.46 -6.80 0.253
C -6.43 -6.91 -6.00 0.117
O -7.24 -7.60 -6.59 -0.594
N -6.73 -6.09 -4.97 0.137
C -5.72 -5.28 -4.31 -0.759
C -8.10 -6.01 -4.51 -0.971
H -5.36 -6.89 -6.27 0.263
H -5.67 -5.56 -3.25 0.342
H -5.98 -4.23 -4.40 0.355
H -4.74 -5.44 -4.76 0.127
H -8.44 -7.00 -4.19 0.299
H -8.74 -5.68 -5.33 0.297
H -8.18 -5.31 -3.68 0.379

=====

71
Properties=species:S:1:pos:R:3:mulliken_charge:R:1 method="wB97M-V/def2-TZVPD" orbital_gap_ev=4.110 largest_force_ha_per_bohr=0.1205 energy_ha=-7682.73653 homo_ev=-5.226
C -0.36 1.72 5.41 -1.094
C 0.70 2.13 4.24 -0.392
C -0.04 2.20 2.77 -0.893
C 0.96 1.86 1.60 -0.779
C 0.93 0.68 0.57 1.712
C 2.45 0.01 0.57 -1.109
I 2.79 -2.17 0.80 0.026
C 3.68 0.70 0.42 -0.046
C 5.12 -0.05 0.50 -1.114
I 3.82 2.82 0.02 0.032
C 0.73 1.21 -0.97 -0.983
Cl 1.88 0.40 -2.19 -0.024
N -0.70 1.29 -1.49 1.675
O -1.10 2.57 -1.12 -0.622
C -0.81 1.37 -2.98 -1.264
C -0.09 2.47 -3.85 -0.168
C 1.01 3.47 -3.31 -0.955
Br 0.81 1.46 -5.38 -0.112
C -1.59 0.22 -0.84 0.991
C -2.46 0.85 0.40 -1.885
C -2.86 -0.23 -1.75 -1.574
N -3.97 -0.92 -0.99 -0.427
C -0.66 -1.03 -0.34 -0.472
P -1.45 -2.75 -0.24 -0.047
C -2.15 -3.33 -1.95 -0.898
C -0.06 -4.08 -0.12 -0.440
C 0.87 -4.10 -1.46 -0.907
N 0.09 -0.54 0.82 1.395
C -0.24 -0.90 2.17 0.486
C -0.23 -2.39 2.75 -0.718
O -1.30 -2.96 3.11 -0.482
H 0.02 2.06 6.45 0.349
H -1.40 2.18 5.23 0.274
H -0.52 0.59 5.48 0.254
H 1.40 1.21 4.15 0.182
H 1.25 3.09 4.49 0.420
H -0.43 3.29 2.73 0.316
H -0.97 1.56 2.92 0.270
H 1.98 1.81 2.16 0.571
H 1.07 2.89 1.06 0.246
H 5.17 -0.49 1.56 0.320
H 5.25 -0.84 -0.33 0.318
H 5.98 0.71 0.42 0.357
H 1.11 2.29 -0.96 0.633
H -1.98 2.77 -1.51 0.416
H -1.90 1.57 -3.32 0.259
H -0.60 0.31 -3.42 0.610
H -0.80 3.15 -4.46 0.527
H 0.69 3.98 -2.34 0.175
H 2.06 3.01 -3.18 0.250
H 1.15 4.31 -4.09 0.425
H -1.92 1.61 1.02 0.118
H -2.84 0.02 1.11 0.279
H -3.41 1.39 0.02 0.675
H -2.60 -0.73 -2.74 0.389
H -3.39 0.77 -2.04 0.402
H -4.71 -0.23 -0.72 0.270
H -4.45 -1.47 -1.73 0.332
H -0.01 -1.29 -1.27 -0.299
H -3.30 -3.28 -1.87 0.243
H -1.91 -4.42 -2.18 0.509
H -1.73 -2.70 -2.81 0.196
H -0.65 -5.08 -0.16 0.470
H 0.52 -4.08 0.85 0.323
H 0.49 -4.95 -2.15 0.389
H 0.77 -3.12 -2.06 -0.022
H 2.03 -4.38 -1.20 0.214
H 0.52 -0.42 2.91 -0.211
H -1.26 -0.47 2.51 -0.045
H 0.74 -2.98 2.91 0.384
Br 2.82 -5.63 -0.64 -0.702

=====

87
Properties=species:S:1:pos:R:3:mulliken_charge:R:1 method="wB97M-V/def2-TZVPD" orbital_gap_ev=8.650 largest_force_ha_per_bohr=0.0267 energy_ha=-4062.00509 homo_ev=-8.505
C 1.70 0.74 -2.97 -0.661
C 2.43 1.43 -4.12 -0.592
S 1.40 2.42 -5.22 -0.113
C 0.24 1.22 -5.88 -0.583
O -0.64 0.77 -4.82 0.007
S -1.40 -0.60 -5.24 0.312
O -2.78 -0.41 -4.87 -0.517
O -0.78 -1.53 -4.04 0.030
C -0.94 -2.92 -4.34 -0.608
C -1.59 -3.65 -3.19 -1.287
C -0.82 -3.67 -1.88 1.001
F -0.03 -2.59 -1.72 -0.253
F -1.76 -3.58 -0.88 -0.338
C -0.06 -4.97 -1.54 0.275
F 0.33 -5.00 -0.26 -0.293
F -0.95 -5.98 -1.71 -0.309
C 1.14 -5.36 -2.47 0.749
F 0.69 -5.53 -3.73 -0.288
F 1.53 -6.59 -2.03 -0.279
C 2.32 -4.36 -2.45 0.463
F 2.45 -3.75 -1.26 -0.274
F 2.00 -3.39 -3.35 -0.268
S 4.03 -5.07 -2.95 1.457
F 4.15 -4.10 -4.20 -0.288
F 3.34 -6.15 -3.86 -0.293
F 3.98 -6.00 -1.69 -0.282
F 4.75 -3.95 -2.09 -0.304
F 5.43 -5.68 -3.31 -0.285
H 2.43 0.53 -2.19 0.485
H 1.28 -0.22 -3.27 -0.152
H 0.92 1.36 -2.56 0.335
H 3.15 2.13 -3.71 0.355
H 3.00 0.69 -4.67 0.360
H 0.80 0.39 -6.29 0.387
H -0.31 1.70 -6.68 0.291
H -1.63 -3.01 -5.18 0.589
H -0.02 -3.37 -4.69 0.263
H -2.54 -3.16 -2.99 0.502
H -1.85 -4.65 -3.53 0.421
C -1.70 0.65 0.77 -0.098
O -1.16 1.64 1.24 -0.633
N -2.75 0.02 1.31 0.202
C -3.37 -1.14 0.69 -0.953
C -3.29 0.52 2.57 -1.049
H -1.37 0.20 -0.18 0.457
H -4.41 -0.94 0.47 0.454
H -3.29 -1.98 1.38 0.394
H -2.86 -1.39 -0.24 0.165
H -3.61 1.56 2.45 0.277
H -2.52 0.50 3.34 0.322
H -4.13 -0.09 2.87 0.411
C -4.71 1.22 -1.13 1.021
O -5.33 0.20 -1.39 -0.670
N -4.98 2.43 -1.65 0.073
C -4.21 3.60 -1.29 -0.880
C -6.08 2.55 -2.59 -0.981
H -3.87 1.24 -0.43 -0.444
H -4.86 4.36 -0.84 0.338
H -3.74 4.02 -2.18 0.332
H -3.43 3.34 -0.58 0.270
H -7.01 2.24 -2.12 0.299
H -5.90 1.91 -3.46 0.276
H -6.16 3.58 -2.92 0.395
C 2.82 5.23 2.65 0.090
O 2.65 5.92 1.66 -0.608
N 2.08 4.16 2.99 0.232
C 2.35 3.39 4.19 -0.896
C 0.99 3.77 2.11 -1.007
H 3.63 5.45 3.38 0.257
H 2.57 2.36 3.92 0.309
H 1.47 3.41 4.83 0.351
H 3.19 3.81 4.73 0.311
H 1.37 3.54 1.12 0.296
H 0.27 4.58 2.03 0.295
H 0.49 2.89 2.51 0.387
C 3.80 2.61 7.96 0.116
O 3.63 3.30 6.97 -0.548
N 3.05 1.54 8.28 0.104
C 3.30 0.76 9.47 -0.923
C 1.96 1.16 7.39 -0.855
H 4.60 2.82 8.69 0.242
H 3.52 -0.27 9.21 0.332
H 2.42 0.78 10.12 0.331
H 4.14 1.18 10.02 0.295
H 2.35 0.94 6.40 0.251
H 1.25 1.99 7.31 0.268
H 1.46 0.29 7.79 0.378

=====

73
Properties=species:S:1:pos:R:3:mulliken_charge:R:1 method="wB97M-V/def2-TZVPD" orbital_gap_ev=10.061 largest_force_ha_per_bohr=0.0471 relative_energy_ev=0.000 energy_ha=-1879.71468 homo_ev=-9.509
N -1.42 1.62 2.91 -0.333
C -2.58 2.38 2.69 0.263
O -3.49 2.46 3.49 -0.488
O -2.78 3.05 1.47 -0.332
C -1.69 3.41 0.73 0.925
F -2.20 4.06 -0.35 -0.348
F -1.00 2.36 0.25 -0.135
C -0.71 4.41 1.40 0.109
F 0.43 3.78 1.74 -0.281
F -1.27 4.93 2.50 -0.313
H -1.46 0.72 2.43 0.304
H -0.57 2.10 2.67 0.352
H -0.47 5.20 0.70 0.343
C 2.81 5.26 -2.55 -0.986
C 1.45 5.05 -1.95 0.697
O 0.81 5.96 -1.48 -0.581
C 0.91 3.64 -1.97 -0.357
H 3.08 6.32 -2.47 0.328
H 3.55 4.67 -2.01 0.326
H 2.81 4.96 -3.59 0.113
H 1.57 2.99 -1.40 0.362
H 0.85 3.28 -3.00 0.241
H -0.07 3.63 -1.53 -0.128
C -2.23 -1.66 -1.40 -1.357
C -0.91 -1.35 -0.74 1.126
O -0.77 -1.44 0.46 -0.540
C 0.22 -0.94 -1.64 -1.320
H -2.96 -1.95 -0.64 0.334
H -2.60 -0.78 -1.93 0.386
H -2.11 -2.48 -2.11 0.320
H -0.04 -0.02 -2.18 0.445
H 0.44 -1.73 -2.35 0.362
H 1.11 -0.75 -1.04 0.303
C -1.83 -2.18 5.55 -0.693
C -2.85 -1.33 4.84 0.790
O -2.62 -0.83 3.77 -0.439
C -4.17 -1.13 5.54 -1.229
H -0.93 -2.25 4.95 -0.151
H -1.58 -1.74 6.52 0.360
H -2.22 -3.19 5.71 0.381
H -4.02 -0.64 6.51 0.342
H -4.67 -2.09 5.70 0.358
H -4.81 -0.49 4.93 0.290
C 0.78 -4.59 -0.23 -0.684
C 0.27 -5.29 -1.46 0.667
O -0.10 -4.68 -2.44 -0.557
C 0.24 -6.80 -1.42 -1.251
H 0.75 -3.51 -0.40 0.025
H 0.15 -4.83 0.63 0.287
H 1.81 -4.88 -0.03 0.460
H -0.41 -7.14 -0.61 0.319
H 1.24 -7.19 -1.26 0.338
H -0.15 -7.18 -2.36 0.330
C 3.71 -3.55 4.49 -1.187
C 2.73 -3.96 3.41 0.696
O 2.95 -4.90 2.69 -0.543
C 1.48 -3.13 3.28 -0.412
H 4.56 -4.22 4.48 0.322
H 4.06 -2.53 4.31 0.326
H 3.23 -3.59 5.47 0.321
H 1.73 -2.09 3.05 0.387
H 0.91 -3.16 4.21 0.063
H 0.87 -3.53 2.47 0.011
C -0.23 3.00 -7.02 -1.124
C 1.08 3.29 -6.32 0.755
O 1.19 3.18 -5.12 -0.496
C 2.23 3.73 -7.19 -1.126
H -0.97 2.70 -6.28 0.283
H -0.58 3.89 -7.54 0.337
H -0.09 2.19 -7.74 0.344
H 1.97 4.65 -7.71 0.346
H 2.46 2.95 -7.92 0.348
H 3.10 3.91 -6.57 0.268

=====

74
Properties=species:S:1:pos:R:3:mulliken_charge:R:1 method="wB97M-V/def2-TZVPD" orbital_gap_ev=9.226 largest_force_ha_per_bohr=0.0422 energy_ha=-2101.58401 homo_ev=-8.743
C 1.60 1.58 -1.63 -0.935
N 1.80 1.97 -3.04 -0.343
C 0.65 1.61 -3.86 -0.639
C 0.51 0.11 -3.99 0.464
O 1.42 -0.65 -3.77 -0.525
O -0.71 -0.39 -4.49 -0.419
C -1.79 -0.54 -3.63 1.047
F -2.45 -1.63 -4.10 -0.334
S -1.30 -0.94 -1.92 -0.142
C -2.78 0.62 -3.68 -0.032
C -3.84 0.68 -2.81 -0.655
C -4.65 1.76 -2.93 -0.538
C -4.40 2.69 -3.89 -0.294
N -3.40 2.68 -4.75 -0.636
C -2.61 1.62 -4.58 -0.323
H 0.55 1.50 -1.37 0.331
H 2.07 2.32 -0.99 0.369
H 2.11 0.64 -1.46 0.234
H 1.82 2.98 -3.03 0.276
H 0.86 1.96 -4.87 0.268
H -0.26 2.09 -3.51 0.600
H -1.90 -0.01 -1.15 0.108
H -4.02 -0.08 -2.08 0.731
H -5.49 1.89 -2.27 0.379
H -5.08 3.53 -3.97 0.366
H -1.76 1.56 -5.24 0.572
C -2.78 -0.35 1.85 0.138
O -2.84 0.61 1.10 -0.619
N -3.78 -1.21 2.07 0.179
C -3.65 -2.33 2.98 -0.801
C -5.05 -1.02 1.36 -0.589
H -1.87 -0.58 2.44 0.279
H -3.80 -3.27 2.44 0.214
H -4.40 -2.25 3.77 0.305
H -2.66 -2.33 3.43 0.299
H -4.87 -1.06 0.29 0.069
H -5.46 -0.05 1.61 0.293
H -5.75 -1.81 1.64 0.288
C 5.13 2.73 -0.31 0.045
O 4.43 3.63 -0.73 -0.652
N 6.05 2.07 -1.04 0.137
C 6.85 1.00 -0.48 -0.823
C 6.22 2.44 -2.43 -0.884
H 5.07 2.37 0.73 0.426
H 7.91 1.26 -0.55 0.329
H 6.67 0.07 -1.03 0.340
H 6.59 0.85 0.57 0.186
H 6.51 3.49 -2.51 0.303
H 5.28 2.31 -2.97 0.208
H 6.99 1.82 -2.89 0.382
C -7.71 -4.16 1.79 0.127
O -7.12 -3.27 1.19 -0.623
N -7.28 -5.43 1.88 0.120
C -8.03 -6.44 2.61 -0.936
C -6.04 -5.80 1.22 -0.739
H -8.66 -3.98 2.32 0.288
H -7.41 -6.84 3.41 0.344
H -8.31 -7.25 1.93 0.344
H -8.93 -6.00 3.04 0.290
H -5.22 -5.20 1.62 0.101
H -6.12 -5.60 0.15 0.301
H -5.84 -6.85 1.38 0.382
C 7.40 1.08 3.45 0.116
O 6.39 0.86 2.82 -0.595
N 7.70 2.25 4.04 0.122
C 8.92 2.45 4.78 -0.930
C 6.75 3.35 3.91 -0.860
H 8.18 0.31 3.60 0.291
H 8.69 2.72 5.82 0.337
H 9.50 3.26 4.33 0.346
H 9.52 1.55 4.78 0.290
H 5.79 3.05 4.34 0.299
H 6.60 3.59 2.86 0.232
H 7.13 4.22 4.44 0.374

=====

70
Properties=species:S:1:pos:R:3:nbo_charge:R:1 method="wB97M-V/def2-TZVPD" orbital_gap_ev=7.521 largest_force_ha_per_bohr=0.0234 relative_energy_ev=0.130 energy_ha=-2247.41413 homo_ev=-14.163 total_charge=+2
Ti 0.09 -1.66 -0.60 1.953
N 3.82 -0.93 0.53 -0.702
C 2.60 -1.36 0.53 0.736
O 1.72 -0.70 -0.13 -0.743
C 2.14 -2.59 1.24 -0.522
C 0.63 -2.57 1.31 -0.714
H 4.07 -0.09 0.04 0.438
H 4.50 -1.44 1.07 0.436
H 2.65 -2.65 2.21 0.263
H 2.53 -3.44 0.66 0.275
H 0.26 -1.96 2.13 0.220
H 0.22 -3.57 1.37 0.230
C -1.52 1.34 -1.53 -0.411
N -1.22 -0.05 -1.97 -0.486
C -2.56 -0.68 -2.21 -0.416
C -0.52 0.07 -3.28 -0.251
C 0.14 -1.20 -3.72 -0.235
N 1.27 -1.57 -2.84 -0.475
C 2.34 -0.56 -2.89 -0.422
C 1.88 -2.81 -3.43 -0.405
H -2.22 1.33 -0.70 0.225
H -1.97 1.89 -2.36 0.220
H -0.61 1.85 -1.22 0.215
H -3.13 -0.05 -2.90 0.216
H -3.09 -0.75 -1.27 0.220
H -2.45 -1.68 -2.63 0.218
H 0.20 0.87 -3.18 0.221
H -1.24 0.40 -4.03 0.228
H 0.50 -1.08 -4.76 0.226
H -0.56 -2.03 -3.73 0.214
H 2.53 -0.28 -3.93 0.215
H 3.26 -0.98 -2.47 0.213
H 2.09 0.34 -2.32 0.215
H 2.31 -2.55 -4.40 0.213
H 1.12 -3.57 -3.55 0.212
H 2.65 -3.20 -2.77 0.219
C 1.45 2.92 3.86 -0.618
C -0.06 2.92 4.02 -0.209
N -0.73 3.63 2.93 -0.402
C -0.70 5.10 2.92 -0.215
C 0.24 5.70 1.90 -0.624
C -1.25 2.99 1.88 0.647
O -1.68 3.52 0.86 -0.614
C -1.48 1.50 1.91 -0.111
C -2.70 1.00 2.36 -0.100
C -3.03 -0.30 2.04 -0.222
C -2.21 -1.03 1.23 0.045
N -1.04 -0.54 0.80 -0.543
C -0.65 0.68 1.19 0.060
H 1.93 2.35 4.65 0.229
H 1.84 3.94 3.89 0.227
H 1.74 2.49 2.90 0.189
H -0.37 3.38 4.96 0.220
H -0.45 1.90 4.05 0.202
H -0.43 5.39 3.94 0.210
H -1.72 5.44 2.73 0.225
H 1.28 5.41 2.08 0.201
H 0.20 6.78 1.95 0.236
H -0.04 5.38 0.90 0.230
H -3.37 1.63 2.91 0.254
H -3.96 -0.75 2.36 0.256
H -2.48 -2.03 0.91 0.242
H 0.30 1.03 0.80 0.226
C -0.89 -5.27 -1.48 -0.733
C -0.48 -3.91 -1.16 0.832
O -1.37 -2.98 -0.88 -0.745
O 0.73 -3.54 -1.09 -0.676
H -1.18 -5.76 -0.55 0.284
H -0.07 -5.82 -1.92 0.264
H -1.76 -5.26 -2.13 0.272